(1)
Density functional theory data (ωB97M-V with the def2-TZVPD basis set) for a structure of composition C28H22AsF6N3O6S3Ta in a non-equilibrium geometry.

## Properties
- multiplicity = 2
- F_max (Eh/bohr) = 0.125
- HOMO energy (spin up / spin down) (hartree) = -0.5081 / -0.5114
- Kohn-Sham gap (spin up / spin down) (eV) = 8.16 / 5.56
- charge = +2

Last column: Löwdin charge in e.
Element x y z (Å)
Ta1 0.27890 3.58836 1.09846  1.920
N1 0.37529 2.65684 2.94720  -0.018
C1 -0.41095 2.94264 4.12251  -0.164
C2 0.16889 2.47657 5.39165  0.011
C3 -0.32210 2.99576 6.52247  -0.047
C4 -1.40221 3.97771 6.57957  0.067
C5 -1.82767 4.41632 5.28775  0.004
C6 -1.41749 3.86673 4.08345  -0.130
C7 -2.21254 4.16001 2.86098  -0.164
C8 -3.55756 4.59857 2.98839  -0.008
C9 -4.44009 4.57684 1.91922  -0.051
C10 -4.04459 4.13771 0.69299  -0.067
C11 -2.76912 3.61708 0.53332  -0.129
C12 -1.84033 3.67155 1.57970  -0.231
H1 1.28177 2.18981 3.14066  0.102
H2 -0.97956 -3.04864 -0.91958  0.157
H3 1.04189 1.75110 5.38507  0.152
H4 -0.10334 2.70202 7.53765  0.119
H5 -1.59552 4.56242 7.46766  0.126
H6 -2.50830 5.28542 5.32892  0.134
H7 -4.07913 4.66609 3.93872  0.119
H8 -5.45287 4.94671 2.15907  0.135
H9 -4.69484 4.15969 -0.19764  0.134
H10 -2.47942 3.24023 -0.49101  0.109
O1 -0.41300 2.26971 -0.33286  -0.502
S1 -0.40698 0.89448 -0.94223  0.569
O2 -1.66757 0.80250 -1.67970  -0.274
O3 0.08265 -0.16990 -0.07931  -0.283
C13 1.03654 0.95700 -2.00831  -0.201
C14 1.08836 0.19369 -3.21989  -0.039
C15 2.22126 -0.14180 -3.90987  -0.034
C16 3.42780 0.17611 -3.28035  -0.029
C17 3.44730 1.07821 -2.20919  -0.020
C18 2.25144 1.55259 -1.58008  -0.215
S2 2.51088 2.84269 -0.37016  0.676
O4 3.90914 3.14098 -0.35720  -0.205
O5 1.63673 4.04646 -0.52022  -0.390
O6 1.89852 2.28349 0.96775  -0.440
H11 0.15603 -0.14576 -3.57432  0.104
H12 2.14067 -0.49328 -4.88505  0.105
H13 4.38403 -0.17599 -3.72134  0.133
H14 4.37530 1.56339 -1.89817  0.119
S3 -0.47122 -8.14762 -2.72224  1.131
C19 -0.52956 -6.61509 -1.96354  -0.465
C20 0.56312 -5.88745 -1.51296  -0.027
C21 0.36372 -4.59749 -1.14361  -0.005
N2 -0.87048 -4.04155 -1.00587  0.115
C22 -1.99080 -4.71823 -1.47445  0.008
C23 -1.83529 -5.98083 -1.96580  -0.031
C24 1.28613 -8.42785 -2.61089  -0.525
C25 2.15772 -7.86727 -3.51867  -0.087
C26 3.54791 -8.07688 -3.38197  -0.092
N3 4.05704 -8.72936 -2.31006  0.090
C27 3.15052 -9.33137 -1.50950  -0.132
C28 1.81867 -9.27357 -1.63689  -0.077
H15 1.52695 -6.28033 -1.51547  0.100
H16 1.20137 -4.02653 -0.89123  0.131
H17 -2.89721 -4.20710 -1.33791  0.129
H18 -2.54599 -6.63039 -2.41149  0.101
H19 1.82839 -7.37938 -4.41889  0.112
H20 4.33383 -7.64844 -4.03810  0.126
H21 3.60597 -9.85337 -0.70030  0.113
H22 1.14519 -9.77981 -0.95539  0.121
F1 0.97389 5.15807 1.79156  -0.321
As1 -1.56435 6.61209 -0.86058  0.997
F2 -1.59575 6.94035 0.81133  -0.153
F3 -0.56888 5.22201 -0.55489  -0.273
F4 -2.59551 5.52484 -1.56407  -0.133
F5 -0.42429 7.41158 -1.82538  -0.125
F6 -2.75932 7.81888 -1.12943  -0.189

Force components x, y, z for each atom (eV/Å):
-0.410 -0.595 -0.740
-1.600 0.480 2.609
5.699 -2.221 -1.932
0.520 -0.584 -1.241
-2.045 0.550 2.367
1.953 0.109 -3.966
-0.807 1.006 2.763
-2.940 1.585 -0.486
-0.998 -0.521 -0.294
0.176 -1.184 0.426
-0.735 1.144 1.151
-0.320 -0.415 -1.595
0.713 0.004 -0.905
0.959 0.308 0.069
-0.971 0.135 0.085
0.244 0.489 0.549
-1.339 1.003 -0.042
1.086 -0.507 -0.171
-0.397 -0.402 0.105
0.283 -0.693 -0.529
0.626 0.521 0.189
0.533 -0.381 -0.579
0.141 -0.072 0.730
-0.323 0.386 1.480
0.417 0.893 1.241
-0.376 -1.000 -2.092
1.991 -0.659 1.054
-1.399 0.856 0.032
0.994 0.056 -1.208
-1.048 1.036 2.066
0.890 1.405 2.315
0.810 0.329 -0.543
-0.603 0.749 0.277
0.364 -0.975 -1.193
1.254 -0.828 0.874
-1.228 -0.385 0.236
-0.337 -0.528 -0.405
0.724 0.563 -0.849
-1.109 -0.261 -0.451
0.110 -1.127 -1.343
-0.712 0.497 0.410
-0.175 -0.527 -0.083
0.528 -0.244 0.152
-1.422 0.916 -0.491
-1.405 0.349 -0.046
-1.301 0.078 0.629
-0.247 -1.396 -1.703
1.950 -0.781 0.506
1.953 -0.424 0.359
0.388 -0.764 -0.274
1.065 -0.206 -0.948
0.529 -0.114 1.477
-1.296 0.244 -1.037
2.806 0.230 -0.122
-2.600 0.710 -0.012
1.424 -0.475 -0.025
0.900 1.161 0.459
-1.113 0.506 -0.173
-1.365 0.246 -0.035
-0.327 0.408 -0.003
-0.995 -0.265 0.178
0.096 -0.531 0.533
0.191 -0.049 0.062
-0.396 0.105 0.112
-1.134 2.370 0.280
0.336 -0.347 -0.912
0.945 -0.101 0.300
-0.505 -0.601 -0.721
-0.449 -0.952 0.849
0.827 -0.306 0.223



(2)
Density functional theory data (ωB97M-V with the def2-TZVPD basis set) for an isolated molecule of C7H12OS in a non-equilibrium geometry.

## Properties
- F_max (Eh/bohr) = 0.048
- HOMO energy (hartree) = -0.3146
- Kohn-Sham gap (eV) = 9.32

Last column: Löwdin charge in e.
Element x y z (Å)
C1 0.05540 -2.06951 1.09849  -0.104
C2 0.94667 -0.94805 0.63873  -0.251
C3 0.30438 0.22355 -0.13816  -0.462
C4 1.48783 1.16628 -0.55357  -0.042
C5 -0.81381 1.01706 0.56419  -0.096
C6 -1.84235 1.25260 -0.56838  -0.123
O1 -1.51345 0.34270 -1.62346  -0.065
C7 -0.42556 -0.35204 -1.43898  -0.792
S1 0.17081 -1.40618 -2.52123  0.739
H1 0.60161 -2.67481 1.82264  0.073
H2 -0.84422 -1.77146 1.66657  0.075
H3 -0.20466 -2.68700 0.21315  0.071
H4 1.43766 -0.52406 1.51952  0.115
H5 1.75613 -1.29837 0.00962  0.099
H6 2.16548 0.66511 -1.30347  0.092
H7 2.13961 1.36637 0.32831  0.090
H8 1.10064 2.12032 -0.96728  0.091
H9 -0.53551 1.94785 1.11693  0.131
H10 -1.18458 0.37872 1.39877  0.112
H11 -2.88632 0.99524 -0.30500  0.131
H12 -1.91577 2.25570 -0.95739  0.117

Force components x, y, z for each atom (eV/Å):
-0.356 -0.743 -0.268
-0.132 1.218 0.608
0.738 -0.398 -0.768
0.227 -0.428 -0.502
-0.250 -0.368 0.835
-0.963 -0.687 1.104
-0.950 0.142 -0.599
1.849 1.273 0.996
-0.173 -0.064 0.288
0.111 -0.257 -0.226
0.208 0.153 -0.576
-0.178 0.176 0.754
0.022 0.208 0.009
0.059 -0.390 -0.167
-0.882 0.500 0.584
-0.684 0.027 -0.436
0.369 -0.499 0.176
0.210 -0.549 -0.949
-0.334 0.274 -0.810
0.550 0.056 0.211
0.557 0.353 -0.265



(3)
Density functional theory data (ωB97M-V with the def2-TZVPD basis set) for a structure of composition CH4BNO2 in a non-equilibrium geometry.

## Properties
- F_max (Eh/bohr) = 0.078
- HOMO energy (hartree) = -0.3572
- Kohn-Sham gap (eV) = 9.53

Last column: Löwdin charge in e.
Element x y z (Å)
B1 0.09341 -0.97730 -0.12644  -0.354
C1 -0.14018 0.44049 -0.65920  0.001
N1 -1.26251 0.41740 -0.05466  -0.253
O1 -2.12446 1.12954 0.31808  0.128
O2 -1.17008 -1.02561 0.40020  0.125
H1 0.78007 -1.88582 -0.05216  0.069
H2 2.02028 0.69435 0.73328  0.134
H3 1.61789 -0.08635 0.62926  0.046
H4 0.18558 1.29331 -1.18837  0.104

Force components x, y, z for each atom (eV/Å):
-0.808 -0.271 -0.700
1.065 -0.211 -1.440
-0.702 -0.019 0.869
-1.052 0.369 0.060
-0.905 -0.208 0.952
1.000 -0.655 -0.114
-1.275 -2.968 -0.158
2.220 3.225 0.782
0.456 0.739 -0.250



(4)
Density functional theory data (ωB97M-V with the def2-TZVPD basis set) for a cluster of 3 separate species, C5H15NO2 in total.

## Properties
- F_max (Eh/bohr) = 0.010
- HOMO energy (hartree) = -0.3415
- Kohn-Sham gap (eV) = 10.14

Last column: Löwdin charge in e.
Element x y z (Å)
C1 3.16808 -0.68315 0.06739  -0.120
O1 2.05818 -0.05689 0.65105  -0.198
C2 1.53602 0.98652 -0.13098  -0.344
N1 0.35174 1.46523 0.52568  0.045
H1 3.48794 -1.45688 0.76196  0.089
H2 2.90705 -1.13957 -0.89587  0.088
H3 3.98856 0.02826 -0.09343  0.086
H4 1.25612 0.61302 -1.13171  0.122
H5 2.32794 1.76215 -0.27212  0.125
H6 0.57722 1.77022 1.46582  0.086
H7 -0.05780 2.23633 0.01164  0.056
C3 -2.25900 1.26505 -1.56370  -0.161
O2 -1.90950 2.37837 -1.30894  -0.009
H8 -1.55743 0.48224 -1.88345  0.079
H9 -3.31286 0.94807 -1.51200  0.088
C4 -2.11404 -0.87641 0.94711  -0.176
C5 -1.03032 -1.77903 0.37742  -0.162
H10 -1.95365 0.15153 0.62239  0.017
H11 -2.08396 -0.89257 2.03293  0.065
H12 -3.10321 -1.20010 0.62792  0.061
H13 -1.10646 -1.82586 -0.71112  0.056
H14 -1.12348 -2.78880 0.77310  0.061
H15 -0.04714 -1.38772 0.63892  0.043

Force components x, y, z for each atom (eV/Å):
0.101 0.037 -0.066
-0.279 0.081 0.168
0.341 0.234 -0.318
0.032 -0.025 0.155
0.074 -0.012 -0.079
0.023 -0.014 0.029
0.005 -0.060 0.005
0.051 0.053 0.103
-0.217 -0.302 0.062
0.007 0.082 -0.064
-0.040 -0.038 0.022
-0.233 -0.417 -0.218
0.097 0.479 0.063
0.223 -0.076 0.014
-0.116 0.084 0.056
0.050 -0.050 -0.150
-0.022 0.161 0.017
-0.022 -0.020 0.163
-0.066 0.094 0.142
-0.142 -0.013 0.029
0.083 -0.094 -0.017
0.038 -0.113 -0.065
0.013 -0.073 -0.051



(5)
Density functional theory data (ωB97M-V with the def2-TZVPD basis set) for a structure of composition C3H8N3 in a non-equilibrium geometry.

## Properties
- F_max (Eh/bohr) = 0.098
- HOMO energy (hartree) = -0.5348
- Kohn-Sham gap (eV) = 9.49
- charge = +1

Last column: Löwdin charge in e.
Element x y z (Å)
C1 -0.37025 -1.21887 -0.99452  -0.136
C2 -0.21673 -0.47706 0.27451  -0.636
C3 1.13083 0.01798 0.67220  -0.019
N1 -0.67500 -2.33273 -0.19386  0.067
N2 -0.66722 -1.75048 0.92158  0.142
N3 -1.22489 0.57812 0.39927  0.246
H1 -1.06989 -1.00303 -1.74234  0.078
H2 1.23162 -1.61468 -1.85564  0.297
H3 1.86244 -0.77447 0.49064  0.089
H4 1.04390 0.16239 1.82157  0.137
H5 1.31623 0.90118 -0.04191  0.130
H6 -1.19205 1.03552 -0.55322  0.196
H7 -1.17080 1.39348 1.02934  0.186
H8 -2.12798 0.01324 0.60661  0.222

Force components x, y, z for each atom (eV/Å):
4.379 -1.396 -2.018
1.498 0.332 1.351
-0.255 0.596 0.780
-0.628 -2.334 0.557
0.246 0.553 -0.538
-2.549 0.498 -1.178
-0.779 0.397 -1.315
-3.585 1.017 1.824
-0.028 0.298 -0.009
0.666 0.527 -1.987
0.307 -0.933 1.677
-0.945 -0.511 1.032
0.526 -0.780 0.517
1.147 1.736 -0.694



(6)
Density functional theory data (ωB97M-V with the def2-TZVPD basis set) for a structure of composition C2H14O4S in a non-equilibrium geometry.

## Properties
- F_max (Eh/bohr) = 0.066
- HOMO energy (hartree) = -0.3439
- Kohn-Sham gap (eV) = 3.67

Last column: Löwdin charge in e.
Element x y z (Å)
C1 0.63957 0.09657 1.40994  -0.317
S1 2.09681 0.60184 0.34182  0.987
C2 1.95264 -0.55583 -1.04629  -0.404
H1 0.80768 -0.18942 2.45358  0.061
H2 0.00912 0.99637 1.23811  0.014
H3 0.04162 -0.68256 0.92051  -0.011
H4 0.90268 -0.53315 -1.45793  0.045
H5 2.34518 -1.72672 -0.74914  0.154
H6 2.61240 -0.01507 -1.73654  0.016
H7 -0.24854 -3.31033 -0.56166  -0.015
H8 -2.32642 -0.27676 -0.36939  0.018
O1 -2.46992 -1.24238 -0.52671  -0.096
H9 -1.66169 -1.80460 -0.68463  -0.010
H10 -1.62831 1.75840 -2.00402  0.041
O2 -0.95951 1.48614 -1.32487  -0.173
H11 -2.09293 -1.23801 2.77149  0.058
H12 -1.65918 -1.42958 2.14280  0.024
O3 -0.10703 -2.38993 -0.36809  -0.189
H13 -2.56573 2.40811 0.68764  0.076
H14 -1.34613 1.68899 -0.17138  -0.050
O4 -1.75003 1.83121 0.95337  -0.229

Force components x, y, z for each atom (eV/Å):
0.249 0.337 -1.541
-2.025 -2.160 0.680
0.345 -0.522 0.526
0.443 0.667 -0.261
0.026 0.038 0.900
0.653 -0.079 -0.174
1.038 -0.440 0.713
-1.392 3.059 -0.615
0.099 -0.830 -0.258
-0.124 -0.949 -0.122
0.640 -1.389 -0.291
-0.700 0.422 0.044
0.106 1.068 0.341
0.818 -0.338 0.916
-0.495 0.071 -0.268
0.832 -0.334 -1.096
-0.881 0.293 1.142
0.364 1.040 0.052
2.061 -1.301 1.324
-0.018 0.256 0.454
-2.038 1.092 -2.466



(7)
Density functional theory data (ωB97M-V with the def2-TZVPD basis set) for an isolated molecule of C5H4O2.

## Properties
- F_max (Eh/bohr) = 0.016
- HOMO energy (hartree) = -0.3367
- Kohn-Sham gap (eV) = 9.52

Last column: Löwdin charge in e.
Element x y z (Å)
O1 -1.33599 2.30792 0.55328  0.121
C1 -0.67404 1.32125 0.36820  -0.435
C2 -0.54492 0.11806 1.18951  0.011
C3 -0.03523 -0.99713 0.61770  -0.066
C4 0.34772 -1.01290 -0.76500  -0.072
C5 0.64410 0.18932 -1.28066  -0.106
O2 0.21168 1.33397 -0.72650  0.070
H1 -0.79845 0.21754 2.24359  0.121
H2 0.30258 -1.86811 1.16614  0.115
H3 0.55525 -1.95081 -1.26853  0.109
H4 1.32961 0.34810 -2.10538  0.133

Force components x, y, z for each atom (eV/Å):
0.422 -0.662 -0.011
-0.120 0.389 0.160
0.223 -0.077 -0.066
-0.063 0.226 0.045
0.357 0.007 0.192
-0.090 -0.108 -0.226
-0.003 0.018 0.005
0.049 -0.117 -0.316
-0.714 -0.093 0.352
0.378 0.311 0.077
-0.440 0.108 -0.211



(8)
Density functional theory data (ωB97M-V with the def2-TZVPD basis set) for a cluster of 2 separate species, C10H22BrP in total in a non-equilibrium geometry.

## Properties
- F_max (Eh/bohr) = 0.097
- HOMO energy (hartree) = -0.3438
- Kohn-Sham gap (eV) = 9.96

Last column: Löwdin charge in e.
Element x y z (Å)
C1 -2.20415 -2.68754 1.56479  -0.114
C2 -3.25857 -0.28826 1.62000  -0.053
C3 0.88412 2.98085 -0.19171  -0.067
C4 -1.09242 0.40162 -0.44326  -0.217
C5 -0.91248 -0.74264 0.57238  -0.174
C6 0.10273 0.83739 -1.19168  -0.211
C7 2.67380 1.32459 -0.84404  -0.319
C8 -2.34633 -1.32098 0.88965  -0.431
C9 1.24597 1.45687 -0.32106  -0.384
C10 3.19412 -0.19116 -0.94784  -1.024
P1 2.55919 -1.25238 -2.26875  0.760
Br1 3.28877 -0.97847 0.86409  0.561
H1 -2.08138 -2.56768 2.71823  0.104
H2 -1.46853 -3.49888 1.18226  0.106
H3 -3.10930 -3.21895 1.63482  0.034
H4 -3.92286 0.19906 0.89271  0.074
H5 -3.89873 -0.88712 2.28570  0.074
H6 -2.61492 0.50729 2.04794  0.081
H7 -0.11142 3.03778 0.23859  0.074
H8 1.62626 3.45267 0.40045  0.058
H9 0.96108 3.54506 -1.09716  0.070
H10 -1.38509 1.23639 0.17406  0.103
H11 -1.83260 -0.00270 -1.07637  0.104
H12 -0.56120 -0.30826 1.51306  0.109
H13 -0.33834 -1.62141 0.29676  0.091
H14 -0.29060 1.65294 -1.84793  0.120
H15 0.48039 0.11747 -1.98334  0.063
H16 2.78650 1.67557 -1.95897  0.132
H17 3.52763 1.90899 -0.33918  0.120
H18 -2.73948 -1.67598 -0.02193  0.101
H19 1.15172 1.02302 0.71500  0.112
H20 4.58545 0.04454 -1.41435  0.179
H21 3.49389 -2.14050 -2.21912  -0.171
H22 1.60677 -2.01922 -1.44377  -0.066

Force components x, y, z for each atom (eV/Å):
1.390 -0.547 3.282
0.337 -0.943 -1.073
0.331 -1.560 0.358
1.198 -1.643 1.805
-1.838 0.050 0.805
1.526 0.735 -2.496
1.751 -1.049 -2.106
1.880 -0.360 0.538
-0.812 1.155 0.374
4.151 2.742 -0.296
-3.373 1.476 0.224
0.101 0.144 -0.623
0.691 -0.089 -1.715
-0.788 1.933 0.376
-1.683 -0.559 -0.610
0.171 -0.057 0.191
0.276 0.814 0.349
-0.666 -0.651 0.404
0.006 0.460 0.069
0.440 0.498 1.264
-0.368 -0.111 -1.050
-0.872 0.427 -0.185
-1.153 0.438 -1.109
0.454 -0.413 0.029
0.591 0.327 -0.391
0.548 -0.279 0.262
-0.460 0.354 1.261
-0.634 -0.433 1.847
-1.793 -0.764 -0.139
-0.865 0.511 -1.653
0.412 0.325 -0.968
-4.095 -0.938 1.500
2.480 -2.484 0.244
0.668 0.494 -0.770



no.,E_tot (Ha)
1,-5782.009866
2,-747.330840
3,-270.405847
4,-404.675591
5,-282.896524
6,-783.343506
7,-343.376627
8,-3309.454489